Computed, not measured: a molecular structure, C23H45ClF3GaO20P in a non-equilibrium geometry, with ωB97M-V/def2-TZVPD.

Last column: Löwdin charge in e.
Geometry (Å):
1 O 2.1809 -1.4952 -0.8115  -0.65
2 P 0.6322 -1.2802 -0.5790  0.52
3 Ga 0.0388 0.9719 -0.8133  0.28
4 C 1.2825 2.0382 -2.1287  -0.30
5 C 2.8567 2.0262 -1.6724  -0.17
6 C 3.2324 3.0356 -0.4367  -0.25
7 F 4.6723 2.7421 -0.0849  -0.05
8 F 3.1559 4.4790 -0.7597  -0.01
9 F 2.4531 2.8137 0.8102  -0.03
10 C -1.9783 1.2566 -1.3437  -0.26
11 C -2.3286 2.8070 -0.8230  -0.66
12 O -2.2656 3.8832 -1.6369  -0.14
13 Cl -2.8044 2.9245 0.9971  0.45
14 H 0.3313 -1.7164 0.7915  -0.04
15 H -0.2174 -2.0359 -1.4752  -0.07
16 H 0.1781 1.6496 0.6527  -0.05
17 H 1.1874 1.4532 -3.1645  0.06
18 H 0.8482 3.1233 -2.3490  0.07
19 H 3.1242 0.9073 -1.3713  0.12
20 H 3.5924 2.3089 -2.5670  0.12
21 H -2.1546 1.1500 -2.4959  0.05
22 H -2.6906 0.5132 -0.7515  0.06
23 C -2.1408 -5.5734 -0.7803  -0.05
24 O -2.4787 -4.1974 -0.6171  -0.02
25 C -3.6093 -3.9817 0.1018  -0.56
26 O -4.3215 -4.8429 0.5938  0.09
27 O -3.8100 -2.6419 0.1782  -0.01
28 C -4.9734 -2.2638 0.9116  -0.04
29 H -1.2213 -5.6279 -1.3696  0.10
30 H -1.9555 -6.0434 0.1910  0.09
31 H -2.9299 -6.1029 -1.3238  0.10
32 H -4.9014 -2.6013 1.9506  0.09
33 H -5.8758 -2.6610 0.4357  0.10
34 H -5.0349 -1.1721 0.9084  0.10
35 C -3.3338 2.2940 -5.0041  -0.05
36 O -4.3109 1.8056 -5.9210  -0.01
37 C -4.8741 0.6248 -5.5602  -0.56
38 O -4.6138 -0.0160 -4.5540  0.11
39 O -5.7768 0.2807 -6.5132  -0.02
40 C -6.4524 -0.9504 -6.2640  -0.06
41 H -2.9504 3.2418 -5.3919  0.10
42 H -3.7834 2.4800 -4.0233  0.09
43 H -2.4974 1.5925 -4.9212  0.09
44 H -7.0269 -0.8942 -5.3337  0.10
45 H -5.7407 -1.7817 -6.2315  0.10
46 H -7.1493 -1.1263 -7.0881  0.09
47 C -2.7061 -4.8538 3.7789  -0.04
48 O -2.9742 -5.2667 5.1175  -0.03
49 C -3.7525 -4.4065 5.8217  -0.56
50 O -4.2156 -3.3553 5.4078  0.11
51 O -3.9259 -4.9188 7.0663  -0.02
52 C -4.7308 -4.1134 7.9252  -0.05
53 H -2.0765 -5.6151 3.3101  0.10
54 H -3.6355 -4.7749 3.2056  0.09
55 H -2.1621 -3.9038 3.7696  0.11
56 H -5.7413 -4.0050 7.5178  0.10
57 H -4.2679 -3.1337 8.0817  0.10
58 H -4.8026 -4.6183 8.8925  0.09
59 C 5.2719 5.9447 -6.6577  -0.05
60 O 6.2447 5.9268 -5.6148  -0.02
61 C 5.8433 5.2859 -4.4880  -0.55
62 O 4.7597 4.7505 -4.3149  0.12
63 O 6.8565 5.3444 -3.5872  -0.06
64 C 6.5735 4.7057 -2.3437  -0.04
65 H 5.6991 6.4819 -7.5090  0.09
66 H 5.0312 4.9262 -6.9789  0.10
67 H 4.3694 6.4737 -6.3347  0.10
68 H 6.3850 3.6376 -2.4924  0.10
69 H 5.7230 5.1851 -1.8482  0.10
70 H 7.4515 4.8136 -1.7009  0.10
71 C 8.5484 7.6857 -3.5694  -0.04
72 O 8.4894 9.0282 -3.0917  -0.01
73 C 8.8532 9.1749 -1.7926  -0.56
74 O 9.2098 8.2801 -1.0423  0.11
75 O 8.7514 10.4898 -1.4732  -0.01
76 C 9.1056 10.7954 -0.1258  -0.06
77 H 8.2371 7.6860 -4.6177  0.09
78 H 9.5719 7.3008 -3.5144  0.10
79 H 7.8617 7.0451 -3.0067  0.08
80 H 10.1514 10.5350 0.0670  0.10
81 H 8.4413 10.2792 0.5747  0.10
82 H 8.9875 11.8729 0.0186  0.09
83 C -3.3012 -10.7645 9.6849  -0.06
84 O -3.3594 -10.7027 8.2612  -0.01
85 C -3.7513 -9.4999 7.7702  -0.56
86 O -4.0431 -8.5159 8.4316  0.11
87 O -3.7623 -9.5818 6.4157  -0.01
88 C -4.1586 -8.3796 5.7585  -0.04
89 H -2.9770 -11.7702 9.9665  0.09
90 H -2.5718 -10.0463 10.0731  0.10
91 H -4.2902 -10.5873 10.1197  0.10
92 H -3.4634 -7.5660 5.9896  0.08
93 H -5.1818 -8.1070 6.0363  0.10
94 H -4.1312 -8.5592 4.6802  0.10

Values from the calculation:
- Net charge: -1
- LUMO: 1.8866 eV
- E_HOMO: -5.314 eV

***

Computed, not measured: a molecular structure, C46H36F5N5O3S2Sb2Ti in a non-equilibrium geometry, with ωB97M-V/def2-TZVPD.

Last column: Löwdin spin population.
Geometry (Å):
1 Ti -0.2173 -0.1404 0.2933  0.92
2 F -3.5130 4.3700 4.6557  0.00
3 C -3.3037 3.5012 3.6745  0.00
4 C -2.1733 2.7031 3.6723  0.00
5 F -1.2688 2.7921 4.6484  0.00
6 C -1.9901 1.8063 2.6415  0.00
7 F -0.8614 1.0572 2.6446  0.00
8 C -2.8916 1.6305 1.5998  0.00
9 S -2.6804 0.3770 0.4169  0.00
10 C -4.0056 2.4725 1.6159  0.00
11 F -4.9010 2.3961 0.6336  0.00
12 C -4.2122 3.3884 2.6317  0.00
13 F -5.2911 4.1628 2.6182  0.00
14 N -2.0259 -3.3651 2.1080  0.01
15 C -1.7615 -2.8098 3.3313  0.00
16 C -1.0193 -1.6961 3.0965  0.01
17 N -0.8334 -1.5485 1.7494  0.00
18 C -1.4523 -2.5799 1.1743  0.01
19 C -1.3975 -2.6607 -0.2476  0.02
20 N -0.7601 -1.6748 -0.8933  0.00
21 C -0.7519 -2.0334 -2.2213  0.01
22 C -1.3860 -3.2203 -2.3725  0.00
23 N -1.7904 -3.6088 -1.1215  0.01
24 H -2.5980 -4.1764 1.9477  0.00
25 H -2.1176 -3.2406 4.2494  0.00
26 H -0.6131 -1.0091 3.8160  0.00
27 H -0.2635 -1.4384 -2.9739  0.00
28 H -1.5748 -3.8181 -3.2457  0.00
29 H -2.2939 -4.4521 -0.9041  0.00
30 C 0.0755 1.8615 -3.9159  -0.01
31 C 0.4664 0.6249 -4.7356  0.00
32 C 1.8015 -0.0316 -4.3696  0.00
33 Sb 2.3965 -0.0895 -2.2425  0.00
34 C 4.4643 0.4244 -2.7416  0.00
35 C 5.2869 1.0469 -1.8065  0.00
36 C 6.6114 1.3398 -2.1053  0.00
37 C 7.1415 1.0022 -3.3393  0.00
38 C 6.3305 0.3871 -4.2801  0.00
39 C 5.0039 0.1071 -3.9865  0.00
40 C 2.9005 -2.2176 -2.0926  0.00
41 C 3.8927 -2.8067 -2.8716  0.00
42 C 4.2381 -4.1379 -2.6852  0.00
43 C 3.6016 -4.8994 -1.7166  0.00
44 C 2.6218 -4.3212 -0.9264  0.00
45 C 2.2779 -2.9886 -1.1138  0.00
46 Sb -0.9664 1.4183 -2.0435  -0.01
47 C -2.8849 0.9053 -2.9181  0.00
48 C -4.0228 1.5376 -2.4234  0.00
49 C -5.2855 1.1864 -2.8737  0.00
50 C -5.4320 0.1922 -3.8304  0.00
51 C -4.3072 -0.4373 -4.3375  0.00
52 C -3.0429 -0.0913 -3.8768  0.00
53 C -1.5303 3.4491 -1.6055  0.00
54 C -1.2048 4.0211 -0.3798  0.00
55 C -1.5814 5.3268 -0.0902  0.00
56 C -2.2958 6.0637 -1.0206  0.00
57 C -2.6147 5.5009 -2.2490  0.00
58 C -2.2313 4.2022 -2.5451  0.00
59 H 0.9516 2.4699 -3.6775  0.00
60 H -0.6288 2.4816 -4.4704  0.00
61 H 0.5455 0.9345 -5.7825  0.00
62 H -0.3483 -0.1024 -4.7062  0.00
63 H 2.6001 0.5510 -4.8261  0.00
64 H 1.8504 -1.0424 -4.7784  0.00
65 H 4.8922 1.3307 -0.8466  0.00
66 H 7.2250 1.8367 -1.3647  0.00
67 H 8.1752 1.2229 -3.5701  0.00
68 H 6.7265 0.1190 -5.2513  0.00
69 H 4.3947 -0.3551 -4.7529  0.00
70 H 4.4260 -2.2275 -3.6111  0.00
71 H 5.0263 -4.5758 -3.2844  0.00
72 H 3.8823 -5.9340 -1.5682  0.00
73 H 2.1426 -4.8930 -0.1409  0.00
74 H 1.5496 -2.5476 -0.4499  0.00
75 H -3.9261 2.3066 -1.6717  0.00
76 H -6.1524 1.6953 -2.4728  0.00
77 H -6.4169 -0.0851 -4.1823  0.00
78 H -4.4084 -1.2014 -5.0982  0.00
79 H -2.1875 -0.6140 -4.2845  0.00
80 H -0.6471 3.4551 0.3500  0.00
81 H -1.3131 5.7641 0.8634  0.00
82 H -2.6003 7.0763 -0.7914  0.00
83 H -3.1689 6.0745 -2.9806  0.00
84 H -2.4920 3.7687 -3.5036  0.00
85 O 1.8832 -2.2163 2.3079  0.00
86 C 2.1150 -1.0547 2.0729  0.00
87 N 1.7608 -0.3939 0.9083  0.01
88 S 1.9680 1.2132 1.0422  0.01
89 O 2.9339 1.8220 0.1878  0.00
90 O 0.5846 1.6618 0.7334  0.01
91 C 2.5988 1.2282 2.7038  0.00
92 C 3.1362 2.2453 3.4654  0.00
93 C 3.8452 1.8806 4.6032  0.00
94 C 4.0261 0.5433 4.9419  0.00
95 C 3.4691 -0.4680 4.1711  0.00
96 C 2.7588 -0.1105 3.0400  0.00
97 H 3.0195 3.2840 3.1881  0.00
98 H 4.2716 2.6569 5.2232  0.00
99 H 4.6241 0.2951 5.8081  0.00
100 H 3.5983 -1.5142 4.4127  0.00

Values from the calculation:
- Net charge: +1
- LUMO (alpha / beta): -2.9785 / -3.1622 eV
- Spin multiplicity: 2
- E_HOMO (alpha / beta): -9.925 / -9.926 eV

***

Results for ΔE to the lowest compared entry with this formula, charge and spin: 491.41 0.00 (in kJ/mol, following the order of the records).
Results for molecular weight: 834.74 1157.34 (in Da, following the order of the records).